# 1
The following is a quantum chemistry calculation of a molecular structure, C17H28O3PPt, from the OMol25 dataset.

Summary:
- Energy relative to the best compared isomer or geometry (same formula, charge and spin): 24.60 kcal per mole
- Charge: +1
- Spin multiplicity: 5

```
50
C17H28O3PPt, DFT ωB97M-V with the def2-TZVPD basis set
Pt -0.68212 0.42728 -0.17415
P 1.82759 -1.32753 1.04456
O 3.33619 -1.68440 1.63078
O 0.84494 -2.26222 1.87115
O 2.06484 -1.48673 -0.56421
C -1.39952 -1.86427 0.55942
C -2.43813 -1.17185 -0.17901
C -0.42070 -2.31796 -0.37027
C -2.33822 2.03191 -2.22201
C 0.29907 2.26972 1.00864
C 0.40162 -2.30601 3.29662
C -0.85434 1.68617 -2.09791
C 3.34223 -2.03459 2.96932
C 0.67086 1.19023 1.86563
C -0.71908 -1.76718 -1.65081
C -1.15763 2.30867 0.90940
C -0.52647 0.51747 2.23961
C 2.25751 -0.42867 -1.51692
C -1.67625 1.21314 1.68725
C -2.00401 -1.12375 -1.55128
C -0.05844 2.98931 -1.99287
C -0.39462 0.98687 -3.37611
H -3.43301 -0.95063 0.21475
H 1.68278 1.00675 2.23799
H 2.57990 -2.78574 3.26779
H 0.97687 3.03777 0.61850
H 0.39971 -2.99864 -0.16481
H 0.94999 2.82368 -1.60253
H 0.69789 0.93951 -3.43422
H -2.62171 -0.84575 -2.39470
H -2.72701 1.04204 1.96009
H -0.62272 -0.24142 3.00921
H 0.86272 -1.44730 3.83467
H -0.70153 -2.21139 3.24928
H -2.88858 1.27361 -2.78539
H -0.74082 1.57240 -4.24480
H 0.04465 3.42375 -2.99889
H -1.47948 -2.21258 1.58653
H -0.57113 3.72730 -1.36967
H 3.33124 -0.43979 -1.79378
H 3.13143 -1.14074 3.56909
H -2.80593 2.16288 -1.24094
H -2.43490 2.98006 -2.76908
H 4.36116 -2.38813 3.15602
H 1.62157 -0.57505 -2.42476
H -0.14089 -1.97445 -2.55846
H -1.75085 3.12579 0.50596
H -0.80174 -0.02082 -3.48467
H 1.98676 0.55445 -1.06908
H 0.71832 -3.28319 3.73909
```

=====

# 2
The following is a quantum chemistry calculation of 3 unconnected molecules or ions with the total composition C11H29BN3O5, from the OMol25 dataset.

Summary:
- Charge: +1
- DFT total energy: -27253.4178 eV
- Spin multiplicity: 1

```
49
C11H29BN3O5, DFT ωB97M-V with the def2-TZVPD basis set
O -3.22236 -2.44938 -5.59830
O 2.00454 3.77031 4.31752
O -0.68741 -2.04188 -5.08501
O -2.42661 -2.13096 -3.20081
O 1.38625 -1.16623 0.31693
N -0.33499 1.35273 -4.25917
N -2.86637 1.61212 -3.53864
N -1.53419 0.12239 -2.27361
C -1.42610 1.10299 -3.46116
C -0.16489 -2.66771 -0.86779
C 1.84511 2.87327 3.22220
C -3.62519 0.26873 -3.57833
C 1.79526 3.23098 5.61882
C 0.45340 2.26883 3.13280
C 1.17697 -1.70556 1.61824
C 1.22681 -2.06326 -0.77838
C 2.12584 -2.84272 1.96200
C -2.68818 -0.76809 -2.74752
C 2.74413 2.09382 5.96258
B -2.09576 -2.22655 -4.63252
H 1.41693 -1.48522 -1.68905
H 1.95166 -3.18871 2.98545
H 0.75183 2.92330 5.73823
H 1.33890 -0.88659 2.32866
H 2.03522 3.45132 2.31153
H 2.61472 1.23840 5.29433
H 0.13354 -2.01324 1.73765
H -3.33804 -0.96384 -1.76420
H -0.92152 -1.87898 -0.93901
H 2.61183 2.09306 3.25776
H -0.27752 2.03664 -5.04482
H 0.37259 1.62529 2.25006
H -4.57607 0.40389 -2.89122
H -0.30323 3.05756 3.06157
H -0.40443 -3.27295 0.00891
H 0.21386 1.66359 4.00949
H 1.95719 4.04995 6.32924
H 0.50060 0.70934 -4.12790
H 3.78533 2.42311 5.87501
H 3.16704 -2.51343 1.87443
H -0.24570 -3.31125 -1.75053
H -3.35360 -1.61598 -6.17012
H -3.08703 2.27210 -4.31939
H -0.69737 -1.46113 -5.92045
H -1.79376 0.80860 -1.50317
H 1.99643 -3.69814 1.29375
H -4.09917 -0.00491 -4.60929
H 1.99354 -2.84348 -0.74283
H 2.56995 1.74783 6.98604
```

=====

# 3
The following is a quantum chemistry calculation of a single C3H9NOS molecule, from the OMol25 dataset.

Summary:
- Energy relative to the best compared isomer or geometry (same formula, charge and spin): 50.64 kcal per mole
- Spin multiplicity: 1
- Structure (SMILES): OCNCCS

```
15
C3H9NOS, DFT ωB97M-V with the def2-TZVPD basis set
S -2.28256 1.28101 1.53615
O 1.58673 -2.32584 -1.15836
N 0.68431 -0.12292 -0.69467
C -0.72433 1.57950 0.69929
C -0.49313 0.63739 -0.50806
C 1.03907 -1.39432 -0.08381
H -0.72421 1.20022 -1.34596
H -0.60825 2.71416 0.54035
H 1.87326 -1.25660 0.79453
H -2.08014 -0.04276 1.59147
H -0.08736 1.28897 1.46164
H -1.28427 -0.20740 -0.27323
H 1.43034 -1.84686 -1.96244
H 0.15225 -1.85152 0.36716
H 1.51831 0.34696 -0.96408
```

=====

# 4
The following is a quantum chemistry calculation of a molecular structure, C12H16FeN7O3PS, from the OMol25 dataset.

Summary:
- DFT total energy: -83788.3547 eV
- Spin multiplicity: 5

```
41
C12H16FeN7O3PS, DFT ωB97M-V with the def2-TZVPD basis set
Fe 0.58075 -0.93342 -0.66279
S 1.39202 -2.97273 -1.72535
P 0.50823 1.40499 0.80982
O 0.02716 2.95084 1.10461
O 0.36141 0.95754 2.34822
O 2.10373 1.56854 0.63415
N -1.18341 -2.24766 -0.81754
N 5.81591 -2.29295 1.97711
N 3.49091 -1.53443 2.28311
N 0.61021 -5.15325 -0.43690
N -0.97382 -3.52861 -0.51869
N -1.29229 0.23576 -1.62415
N 1.40857 -1.43161 1.04844
C 4.71507 -1.95033 2.07759
C -1.28317 1.44971 -2.16360
C 2.45989 -1.50192 1.58196
C 2.93381 2.13268 1.66345
C -2.34087 -1.84601 -1.17631
C 0.24825 -3.91863 -0.81075
C -2.42482 -0.48768 -1.68100
C 0.01778 3.93508 0.07847
C -3.58045 0.01485 -2.27858
C -2.38077 2.01488 -2.78614
C -0.75355 0.17935 2.79060
C -3.55638 1.27653 -2.83920
H 0.08267 4.90657 0.56393
H -0.96708 -0.63753 2.10048
H -4.43986 1.68094 -3.31492
H 0.87111 3.82667 -0.59753
H -4.47177 -0.59767 -2.30392
H -2.31367 3.00467 -3.21483
H -0.35120 2.00092 -2.09083
H 1.50018 -5.51470 -0.72145
H 2.87511 1.53063 2.56760
H -0.47820 -0.23487 3.75654
H -0.05249 -5.74416 0.03426
H 3.95001 2.12836 1.27965
H -0.91027 3.88728 -0.49615
H -3.18894 -2.52251 -1.22931
H -1.63879 0.80913 2.90035
H 2.62901 3.15474 1.88962
```

=====

# 5
The following is a quantum chemistry calculation of 2 unconnected molecules or ions with the total composition HNO5S2, from the OMol25 dataset.

Summary:
- Energy relative to the best compared isomer or geometry (same formula, charge and spin): 31.44 kcal per mole
- Charge: -2
- Spin multiplicity: 1

```
9
HNO5S2, DFT ωB97M-V with the def2-TZVPD basis set
S 2.26209 0.73674 0.43164
S -2.79156 -0.25027 -0.00812
O 2.27966 -1.16089 -0.01042
O -0.20383 0.83728 0.32713
O -4.06964 0.00556 -0.71878
O 3.22093 1.46385 -0.36726
O -2.93792 -1.53670 0.75134
N 0.88544 1.39640 -0.07088
H 1.35483 -1.49197 -0.33465
```

=====

# 6
The following is a quantum chemistry calculation of a single C5H6N2O molecule, from the OMol25 dataset.

Summary:
- Energy relative to the best compared isomer or geometry (same formula, charge and spin): 181.24 kcal per mole
- Spin multiplicity: 1
- Structure (SMILES): C1=NN2C[C@@H]2[C@@H]2O[C@@H]12

```
14
C5H6N2O, DFT ωB97M-V with the def2-TZVPD basis set
O 2.30908 -0.51008 -0.02978
N -1.23004 -0.08106 -0.70199
N -0.74922 1.26241 -0.43380
C 0.43726 1.52774 -0.21587
C -0.25381 -1.17923 -0.28340
C -1.37249 -0.62186 0.61600
C 0.98326 -0.64314 -0.59700
C 1.37655 0.41502 0.34041
H -2.29505 -1.10450 0.75590
H -0.71396 -2.07381 -0.81278
H -1.30317 0.30474 1.48225
H 1.14209 -0.25587 -1.67820
H 0.48846 2.68278 0.05674
H 1.18106 0.27684 1.50152
```

=====

# 7
The following is a quantum chemistry calculation of a molecular structure, C2H2FOSr, from the OMol25 dataset.

Summary:
- Energy relative to the best compared isomer or geometry (same formula, charge and spin): 87.85 kcal per mole
- Charge: +1
- Spin multiplicity: 1

```
7
C2H2FOSr, DFT ωB97M-V with the def2-TZVPD basis set
Sr 2.55525 1.00135 -0.32505
F -1.07085 1.48003 -0.29369
O 0.50035 -0.09944 -0.89178
C -0.48546 -0.69379 0.33004
C -0.08307 0.65674 0.16484
H -1.49617 -0.98051 0.03653
H 0.07994 -1.36438 0.97911
```